Record 1
Density functional theory data (wB97M-V/def2-TZVPD) for 4 unconnected molecules or ions with the total composition C3H15N3O3 at a distorted geometry.

As for the relative energy (zero: lowest compared OMol25 entry of this formula, charge and spin): 0.239 eV. Its max |F| is 0.06936 Eh/bohr. The SMILES is [H]/N=C(\N)NCC.O.O.O. The lowest unoccupied orbital energy is 0.494 eV. The HOMO-LUMO gap is 9.7048 eV.

Geometry as XYZ:
```
24
C3H15N3O3 (wB97M-V/def2-TZVPD)
H 0.883 -2.504 0.558
N 0.566 -1.554 0.653
C -0.249 -1.051 -0.216
N -0.443 -1.546 -1.473
N -1.056 -0.016 0.239
C -1.889 0.668 -0.728
C -1.131 1.719 -1.562
H -0.997 -1.087 -2.170
H 0.266 -2.106 -1.913
H -0.703 0.580 0.972
H -2.682 0.085 -1.230
H -2.560 1.314 -0.072
H -1.770 2.581 -1.863
H -0.257 2.112 -1.042
H -0.575 1.341 -2.433
O 2.243 -0.247 -2.182
H 2.101 -0.380 -1.234
H 2.867 0.480 -2.290
O 1.850 -0.818 2.870
H 1.342 -1.107 2.062
H 2.436 -0.101 2.592
O -0.387 0.814 3.515
H 0.533 0.910 3.788
H -0.387 -0.088 3.160
```

Mulliken population analysis, charges in e, atoms 1 to 5: 0.160, -0.632, 0.340, -0.395, -0.080


Record 2
Density functional theory data (wB97M-V/def2-TZVPD) for 4 unconnected molecules or ions with the total composition C3H15NO3.

As for the relative energy (zero: lowest compared OMol25 entry of this formula, charge and spin): 0.684 eV. Its max |F| is 0.01793 Eh/bohr. The SMILES is CCNC.O.O.O. The lowest unoccupied orbital energy is 0.733 eV. The HOMO-LUMO gap is 10.0067 eV.

Geometry as XYZ:
```
22
C3H15NO3 (wB97M-V/def2-TZVPD)
C 1.276 -1.186 1.597
C 0.506 -1.263 0.289
N -0.893 -1.563 0.569
C -1.489 -2.470 -0.405
H 0.861 -0.378 2.214
H 1.299 -2.142 2.127
H 2.297 -0.866 1.407
H 0.577 -0.277 -0.185
H 0.941 -2.007 -0.384
H -0.963 -1.960 1.496
H -2.465 -2.781 -0.068
H -0.868 -3.341 -0.586
H -1.592 -1.935 -1.348
O 2.129 1.723 -0.284
H 1.572 1.786 0.509
H 1.652 2.224 -0.960
O -1.664 1.176 0.452
H -2.111 1.539 1.223
H -1.498 0.240 0.694
O 0.323 2.622 -1.893
H -0.513 2.314 -1.520
H 0.130 3.333 -2.510
```

Mulliken population analysis, charges in e, atoms 1 to 5: -1.380, 0.127, -0.428, -1.026, 0.302


Record 3
Density functional theory data (wB97M-V/def2-TZVPD) for 4 unconnected molecules or ions with the total composition C3H15NO3 at a distorted geometry.

As for the relative energy (zero: lowest compared OMol25 entry of this formula, charge and spin): 1.524 eV. Its max |F| is 0.05308 Eh/bohr. The SMILES is CC(C)N.O.O.O. The lowest unoccupied orbital energy is 0.638 eV. The HOMO-LUMO gap is 9.8075 eV.

Geometry as XYZ:
```
22
C3H15NO3 (wB97M-V/def2-TZVPD)
C -0.099 0.972 2.479
C 0.066 0.994 0.939
C 1.194 0.066 0.557
N -1.226 0.669 0.261
H 0.844 1.192 2.984
H -0.737 1.785 2.836
H -0.427 0.002 2.882
H 0.230 2.046 0.742
H 1.508 0.188 -0.481
H 1.975 0.399 1.224
H 0.956 -0.988 0.718
H -2.100 1.060 0.611
H -1.506 -0.221 0.710
O 1.124 0.292 -3.050
H 1.891 0.786 -2.773
H 0.828 0.650 -3.890
O -3.623 -0.467 3.234
H -3.894 0.456 3.336
H -3.377 -0.614 4.155
O 2.136 -3.492 -5.961
H 2.547 -2.685 -6.309
H 1.689 -3.090 -5.207
```

Mulliken population analysis, charges in e, atoms 1 to 5: -1.349, 0.463, -0.898, -0.720, 0.382


Record 4
Density functional theory data (wB97M-V/def2-TZVPD) for 4 unconnected molecules or ions with the total composition C3H15NO3 at a distorted geometry.

As for the relative energy (zero: lowest compared OMol25 entry of this formula, charge and spin): 0.644 eV. Its max |F| is 0.03230 Eh/bohr. The SMILES is CC(C)N.O.O.O. The lowest unoccupied orbital energy is 0.665 eV. The HOMO-LUMO gap is 9.9210 eV.

Geometry as XYZ:
```
22
C3H15NO3 (wB97M-V/def2-TZVPD)
C 0.279 -2.047 -0.991
C 0.116 -0.898 0.040
C -1.257 -0.303 0.209
N 0.587 -1.303 1.389
H -0.363 -1.816 -1.836
H 1.317 -2.149 -1.296
H -0.029 -2.963 -0.483
H 0.809 -0.147 -0.331
H -1.192 0.328 1.095
H -1.633 0.251 -0.660
H -2.131 -0.965 0.228
H 1.477 -1.753 1.241
H -0.002 -1.872 1.967
O 0.095 2.346 -0.452
H -0.556 2.130 0.243
H 0.849 2.642 0.071
O 0.417 1.798 2.397
H 0.582 0.864 2.573
H 0.868 2.283 3.101
O 0.238 0.965 -2.903
H 0.003 1.443 -2.086
H -0.472 1.163 -3.514
```

Mulliken population analysis, charges in e, atoms 1 to 5: -1.572, 1.001, -1.500, -0.590, 0.336


Record 5
Density functional theory data (wB97M-V/def2-TZVPD) for 4 unconnected molecules or ions with the total composition C3H15NO3S at a distorted geometry.

As for the charge: -1. As for the relative energy (zero: lowest compared OMol25 entry of this formula, charge and spin): 2.201 eV. Its max |F| is 0.08986 Eh/bohr. The lowest unoccupied orbital energy (spin up / spin down) is 2.909 / 2.848 eV. The HOMO-LUMO gap (spin up / spin down) is 2.6551 / 8.7762 eV. Its spin multiplicity is 2.

Geometry as XYZ:
```
23
C3H15NO3S (wB97M-V/def2-TZVPD)
C -1.773 -0.189 2.023
N -1.001 0.609 1.117
C 0.455 0.691 1.615
C 1.551 0.608 0.446
S 3.377 0.390 0.736
H -1.882 0.553 2.890
H -1.503 -1.184 2.486
H -2.833 -0.276 1.639
H -0.987 0.216 0.126
H 0.548 1.775 1.964
H 0.607 -0.226 2.477
H 1.406 -0.316 -0.163
H 1.417 1.437 -0.126
H 3.455 -0.886 0.629
H -0.863 -2.233 -1.843
H -1.293 -3.606 -1.685
O -1.328 -2.790 -1.237
H 1.152 0.271 -2.724
H -0.270 -0.456 -3.057
O 0.461 -0.243 -2.407
H -0.380 2.426 -2.308
H -0.001 1.268 -1.216
O -0.316 2.162 -1.380
```

Mulliken population analysis, charges in e, atoms 1 to 5: -0.985, -0.251, -0.127, -1.244, -0.264


Record 6
Density functional theory data (wB97M-V/def2-TZVPD) for 5 unconnected molecules or ions with the total composition C3H15NO4 at a distorted geometry.

As for the charge: -1. As for the relative energy (zero: lowest compared OMol25 entry of this formula, charge and spin): 0.516 eV. Its max |F| is 0.03320 Eh/bohr. The lowest unoccupied orbital energy (spin up / spin down) is 3.271 / 2.417 eV. The HOMO-LUMO gap (spin up / spin down) is 7.6155 / 6.7610 eV. Its spin multiplicity is 2.

Geometry as XYZ:
```
23
C3H15NO4 (wB97M-V/def2-TZVPD)
C 1.190 1.836 0.148
N 1.692 0.519 0.513
C -2.029 0.015 0.160
O -1.225 0.460 -0.917
C 1.724 2.989 0.991
H 1.398 1.931 -0.924
H 0.138 1.618 0.341
H 2.684 0.539 0.779
H -2.562 0.891 0.541
H -1.423 -0.409 0.963
H -0.855 -0.430 -1.239
H 2.797 3.103 0.811
H 1.194 3.911 0.766
H 1.557 2.762 2.044
H -1.449 -2.948 -0.806
H -1.123 -3.289 0.633
O -1.836 -3.400 -0.006
H -1.407 -1.449 -2.497
H 0.649 -2.301 -0.656
O -0.726 -1.931 -2.017
H -2.724 -0.719 -0.243
H 1.300 -1.387 0.371
O 1.035 -2.311 0.242
```

Mulliken population analysis, charges in e, atoms 1 to 5: 0.017, -0.461, -0.670, -0.585, -1.152


Record 7
Density functional theory data (wB97M-V/def2-TZVPD) for 4 unconnected molecules or ions with the total composition C3H15NO4 at a distorted geometry.

As for the relative energy (zero: lowest compared OMol25 entry of this formula, charge and spin): 3.794 eV. Its max |F| is 0.15629 Eh/bohr. The SMILES is CCNCO.O.O.O. The lowest unoccupied orbital energy is 0.472 eV. The HOMO-LUMO gap is 9.4211 eV.

Geometry as XYZ:
```
23
C3H15NO4 (wB97M-V/def2-TZVPD)
C -0.587 -1.533 -1.017
C 0.774 -1.247 -0.519
N 1.003 0.238 -0.042
C 2.145 0.244 0.901
O 1.788 -0.513 2.041
H -0.904 -0.714 -1.738
H -1.358 -1.551 -0.318
H -0.435 -2.416 -1.573
H 1.162 -1.996 0.214
H 1.665 -1.200 -1.263
H 0.223 0.807 0.351
H 2.578 1.255 1.127
H 3.029 -0.355 0.406
H 1.273 -0.039 2.661
O -2.694 1.401 -0.206
H -2.044 2.044 -0.339
H -2.885 0.522 -0.516
O -0.624 1.425 2.677
H -1.262 1.160 2.048
H -0.565 0.846 3.385
O -0.726 1.000 -2.816
H -1.172 0.105 -3.295
H -0.383 0.517 -2.169
```

Mulliken population analysis, charges in e, atoms 1 to 5: -0.744, -0.267, -0.230, -0.401, -0.473


Record 8
Density functional theory data (wB97M-V/def2-TZVPD) for 5 unconnected molecules or ions with the total composition C3H15NO4 at a distorted geometry.

As for the relative energy (zero: lowest compared OMol25 entry of this formula, charge and spin): 8.500 eV. Its max |F| is 0.08779 Eh/bohr. The lowest unoccupied orbital energy is -4.917 eV. The HOMO-LUMO gap is 4.5925 eV.

Geometry as XYZ:
```
23
C3H15NO4 (wB97M-V/def2-TZVPD)
C -0.220 -1.542 -0.522
C -0.160 -1.028 0.963
N 0.643 0.159 1.143
C 0.097 1.271 0.485
H -0.789 -0.879 -1.173
H 0.791 -1.504 -0.918
H -1.187 -0.707 1.230
H 0.056 -1.823 1.678
H 0.861 2.039 0.313
H -0.590 1.784 1.182
H -0.438 1.083 -0.482
H -2.524 1.074 -1.757
H -2.605 1.191 0.451
O -2.324 0.499 -1.008
H -3.592 0.528 1.294
H -0.762 -2.493 -0.557
O -2.697 0.895 1.416
H 1.669 -0.153 0.920
H 2.541 0.496 -2.544
O 1.983 0.276 -1.813
H 2.449 -0.226 -1.032
H 3.873 -0.446 0.427
O 2.925 -0.493 0.307
```

Mulliken population analysis, charges in e, atoms 1 to 5: -0.832, -0.236, 0.083, -0.694, 0.298